A structure of composition C24H36ClFeN5O5, computed with ωB97M-V/def2-TZVPD.

Structure (XYZ):
```
72
Properties=species:S:1:pos:R:3:forces:R:3
Fe 0.19744 0.00281 -0.89788 -0.05 0.03 0.11
C -3.00517 -1.39300 2.27681 -0.05 -0.03 0.02
N -2.97908 0.01115 1.88807 0.02 0.04 -0.08
C -3.17680 0.92758 3.01222 0.00 0.02 -0.01
C -2.02929 0.36076 0.94421 -0.01 0.02 0.13
N -0.99131 -0.29924 0.63067 0.06 -0.11 0.01
N -2.37570 1.55150 0.29107 0.00 -0.01 -0.02
C -1.62067 2.28475 -0.58869 0.01 0.02 -0.01
N -2.21001 3.48992 -0.91837 0.00 -0.01 0.00
N -0.51745 1.85465 -1.07500 0.03 -0.03 -0.01
H -3.97584 -1.59525 2.73077 0.00 -0.02 0.00
H -2.21512 -1.64388 2.98369 0.03 0.01 0.01
H -2.88786 -2.01740 1.39147 -0.02 0.00 0.01
H -4.17042 0.77310 3.43380 0.02 -0.01 -0.01
H -3.09839 1.96130 2.67944 -0.02 -0.01 0.02
H -2.42468 0.75689 3.78981 0.00 -0.01 0.01
H -0.71153 -1.03935 1.31607 0.02 0.07 -0.08
H -3.34383 1.81185 0.38153 0.00 0.00 -0.02
H -2.66187 3.98701 -0.16705 0.00 0.00 -0.01
H -1.67284 4.08334 -1.52850 0.00 0.00 0.01
H -0.04308 2.53552 -1.65669 -0.02 0.01 0.00
C 1.38172 -6.17316 1.44583 0.00 -0.01 0.00
O 0.19317 -6.23791 0.66757 -0.02 0.01 0.01
C -0.15578 -5.12995 -0.01825 0.03 -0.01 -0.02
C -1.42515 -5.19338 -0.65022 -0.02 0.00 0.01
C -1.87176 -4.10627 -1.32993 0.01 0.00 -0.01
C -1.12874 -2.89519 -1.41170 0.01 0.00 -0.01
C -1.64458 -1.79566 -2.16100 -0.03 0.02 0.01
C -2.85668 -1.97170 -3.04724 -0.01 0.04 0.02
O -1.17281 -0.63436 -2.14580 0.03 -0.01 -0.06
C 0.15446 -2.83858 -0.76863 -0.02 -0.01 0.06
O 0.91021 -1.80366 -0.75602 0.01 0.05 -0.03
C 0.62214 -4.00702 -0.10872 -0.02 0.00 -0.02
H 1.43735 -7.11520 1.98376 0.00 0.00 0.00
H 1.33835 -5.34185 2.15272 0.00 0.01 0.00
H 2.26182 -6.06590 0.80770 0.00 0.00 0.00
H -2.00846 -6.09903 -0.56364 0.00 0.00 0.00
H -2.84371 -4.15919 -1.80271 0.01 0.00 0.00
H -2.87244 -2.92745 -3.56481 0.01 0.00 -0.01
H -2.87020 -1.15818 -3.76882 0.00 0.00 0.00
H -3.76220 -1.89632 -2.43968 0.00 -0.03 0.00
H 1.58118 -3.92698 0.37937 0.00 0.00 0.00
C 1.55609 -0.46368 -3.51397 0.02 -0.01 0.00
O 1.65490 0.35805 -2.35019 0.06 -0.04 0.05
C 2.89665 0.15174 -1.65663 -0.02 0.13 0.08
C 2.86595 1.03029 -0.42820 -0.02 -0.06 -0.06
O 1.71122 0.68035 0.31142 -0.08 -0.14 0.02
C 1.47041 1.53105 1.43012 0.08 0.04 -0.03
H 2.37584 -0.22859 -4.19682 0.00 0.00 0.00
H 0.60161 -0.23964 -3.98043 -0.01 0.00 0.00
H 1.58871 -1.51724 -3.22951 0.00 0.00 0.00
H 3.73023 0.43626 -2.30496 -0.01 0.01 -0.02
H 2.97540 -0.90138 -1.37779 -0.01 0.03 0.02
H 2.81705 2.09045 -0.70850 0.01 0.01 -0.04
H 3.75634 0.86334 0.18507 0.01 0.00 -0.02
H 1.14981 2.52056 1.08810 0.00 0.02 -0.02
H 2.37902 1.61212 2.02776 -0.04 0.01 -0.04
H 0.69972 1.06478 2.03620 0.02 0.00 -0.02
Cl 3.18810 -0.88433 2.87646 -0.01 -0.01 -0.02
C 1.81906 -0.48991 3.91360 0.02 -0.03 0.07
C 1.99076 0.53070 4.82260 0.00 0.01 -0.01
C 0.98576 0.86395 5.72566 0.00 0.00 0.02
C -0.16931 0.07702 5.71637 -0.01 0.00 -0.01
C -0.33672 -0.94689 4.81240 0.03 0.07 0.00
C 0.62563 -1.26872 3.79413 -0.03 -0.09 -0.03
C 0.39594 -2.22265 2.80532 0.03 0.07 -0.07
H 2.93675 1.05987 4.83625 0.00 0.00 -0.01
H 1.12685 1.65862 6.44481 0.00 0.00 0.00
H -0.94770 0.25790 6.45131 0.01 0.00 0.00
H -1.22735 -1.56161 4.87489 -0.03 -0.03 0.01
H -0.41839 -2.93017 2.92553 0.02 0.00 -0.01
H 1.18756 -2.48312 2.11657 -0.04 -0.03 0.07
```
Positions in Å, forces in eV/Å.

Properties
orbital gap = 0.1743 Ha
HOMO = -4.79 eV
multiplicity = 1
F_max = 0.003 hartree/bohr